<a>
16
Properties=species:S:1:pos:R:3:mulliken_charge:R:1 method="wB97M-V/def2-TZVPD" lumo_ev=-3.134 orbital_gap_ha=0.472 homo_ev=-15.982 charge=+1 smiles=C[NH2+]C(C)(O)O
C -1.64 -0.77 0.39 -0.85
N -0.97 0.11 -0.59 -0.28
C 0.66 0.58 -0.28 0.89
C 1.37 -0.66 0.36 -1.59
O 1.05 0.82 -1.54 -0.47
O 0.59 1.68 0.51 -0.52
H -1.57 -0.28 1.33 0.38
H -2.63 -1.01 0.23 0.37
H -1.20 -1.86 0.49 0.28
H -1.06 -0.16 -1.51 0.33
H -1.40 1.04 -0.54 0.35
H 2.39 -0.51 0.35 0.38
H 0.91 -0.79 1.27 0.53
H 1.13 -1.56 -0.06 0.46
H 1.34 1.68 -1.74 0.34
H 1.03 1.69 1.32 0.37

<b>
16
Properties=species:S:1:pos:R:3:mulliken_charge:R:1 method="wB97M-V/def2-TZVPD" lumo_ev=-3.386 orbital_gap_ha=0.427 homo_ev=-14.995 charge=+1
O -1.94 -1.35 1.02 -0.46
C -1.73 -0.20 1.27 0.20
C -0.88 0.63 0.34 -0.58
N -0.05 -0.31 -0.48 -0.10
C 0.08 0.15 -1.91 -0.99
H -2.09 0.27 2.20 0.37
H -1.47 1.28 -0.33 0.38
H -0.29 1.30 0.96 0.32
H 0.83 -0.35 0.06 0.31
H -0.62 -1.16 -0.40 0.41
H 0.60 1.10 -1.92 0.37
H -0.90 0.04 -2.35 0.44
H 0.67 -0.63 -2.38 0.38
H 2.60 -0.98 1.57 0.31
H 2.99 0.40 1.15 0.32
O 2.21 -0.17 1.21 -0.67

It comes down to <b>, which is 57.5 kJ/mol more stable than the next structure.

<a>
10
Properties=species:S:1:pos:R:3:mulliken_charge:R:1 method="wB97M-V/def2-TZVPD" lumo_ev=-1.651 orbital_gap_ha=0.255 homo_ev=-8.579 charge=0 smiles="O=C(S)C(=S)NO"
O -0.78 1.54 -0.46 -0.64
C -0.79 0.27 -0.50 0.70
S -2.03 -0.41 -1.47 -0.16
C 0.25 -0.44 0.16 0.13
S 0.46 -2.09 0.09 -0.39
N 1.23 0.14 0.75 -0.04
O 1.14 1.36 1.23 -0.47
H -2.16 -1.79 -0.92 0.18
H 2.17 -0.35 0.77 0.26
H 0.52 1.77 0.36 0.45

<b>
10
Properties=species:S:1:pos:R:3:mulliken_charge:R:1 method="wB97M-V/def2-TZVPD" lumo_ev="-1.432 / -1.560" orbital_gap_ha="0.260 / 0.256" homo_ev="-8.505 / -8.538" charge=0
C -0.15 0.15 0.31 -0.84
C 1.15 -0.28 0.02 0.86
N 2.26 0.40 0.01 0.63
O 2.23 1.82 -0.05 -0.40
O 3.38 -0.02 -0.14 -0.60
S -1.46 -0.74 -0.21 -0.12
S 1.53 -2.10 0.09 -0.15
H 1.37 2.12 0.02 0.36
H -2.34 -0.26 0.67 0.18
H 0.29 -2.42 0.05 0.08

<c>
10
Properties=species:S:1:pos:R:3:mulliken_charge:R:1 method="wB97M-V/def2-TZVPD" lumo_ev=0.011 orbital_gap_ha=0.339 homo_ev=-9.226 charge=0
C -0.19 0.03 -0.07 0.80
C -1.64 0.02 -0.03 -1.15
N 0.58 -0.97 -0.04 -0.51
O 2.88 -1.13 0.96 -0.44
O 2.11 1.01 -0.25 -0.35
S 0.61 1.59 -0.07 0.09
S 2.25 -0.76 -0.25 0.62
H -2.25 -0.91 -0.01 0.33
H -2.17 0.43 -0.94 0.31
H -2.18 0.69 0.71 0.30

It comes down to <c>, which is 149.2 kJ/mol more stable than the next structure.